(1)
This record from the Open Molecules 2025 dataset describes the ion C4H7N2S with charge +1 at a distorted geometry. The level of theory is the ωB97M-V functional and the def2-TZVPD basis.

```
! RIJCOSX wB97M-V def2-TZVPD def2/J DEFGRID3
* xyz 1 1
C 1.2487 -1.2207 -0.1467
C 1.6331 1.1587 0.1106
C 0.0047 -0.5764 -0.0104
C -1.2756 -1.2981 0.0698
N 0.1481 0.7832 0.0785
N -0.6793 1.7753 0.0282
S 2.5731 -0.2005 -0.0415
H 1.5147 -2.2268 -0.2519
H 1.8599 2.1821 0.3382
H -1.6653 -1.6578 -0.8871
H -1.2688 -2.2024 0.6503
H -1.9939 -0.6977 0.5598
H -0.3216 2.5416 -0.5905
H -1.7779 1.6395 0.0925
*
```

Results
Kohn-Sham gap, eV: 8.9
LUMO energy, eV: -4.64

(2)
This record from the Open Molecules 2025 dataset describes a cluster of 2 separate species, C4H7N2S2 in total at a distorted geometry. The level of theory is the ωB97M-V functional and the def2-TZVPD basis.

```
! RIJCOSX wB97M-V def2-TZVPD def2/J DEFGRID3
* xyz 1 1
C 1.5200 -0.6655 -0.3516
C 2.2990 0.2888 -0.9051
C -1.0982 0.1161 0.7323
C 0.1636 -0.7872 -0.8588
N -0.9692 -0.3958 1.9001
N -1.8212 1.0734 0.2246
S 1.5736 1.3049 -2.0900
S -0.1025 0.2681 -2.2192
H 1.7928 -1.2889 0.4050
H 3.3557 0.5129 -0.5977
H -0.2728 -1.7019 -0.7226
H -0.3779 -1.2316 1.8945
H -1.6087 -0.0917 2.6098
H -1.8285 1.1679 -0.7602
H -2.6257 1.4304 0.7388
*
```

Results
Kohn-Sham gap (spin up / spin down), eV: 8.1 / 8.1
LUMO energy (spin up / spin down), eV: -3.82 / -3.82

(3)
This record from the Open Molecules 2025 dataset describes an isolated molecule of C4H7N3 at a distorted geometry. The level of theory is the ωB97M-V functional and the def2-TZVPD basis.

```
! RIJCOSX wB97M-V def2-TZVPD def2/J DEFGRID3
* xyz 0 1
N 1.6976 -0.2948 -1.7886
C 0.7168 -0.5148 -0.9771
C 0.9343 0.2435 0.2690
C -0.4893 0.3661 0.8110
N -0.7917 0.9389 2.0502
C -1.2977 -0.3929 0.0409
N -0.5547 -1.0304 -1.0182
H 1.7588 0.7564 -0.4566
H 1.8746 -0.8730 -2.5862
H 1.5737 -0.2690 0.9954
H -1.7843 1.0662 2.2165
H -0.2958 1.8059 2.2021
H -2.3528 -0.6365 0.1609
H -0.9895 -1.1656 -1.9194
*
```

Results
Kohn-Sham gap, eV: 8.6
LUMO energy, eV: 1.03
SMILES: [H]/N=C1/CC(N)=CN1

(4)
This record from the Open Molecules 2025 dataset describes a cluster of 3 separate species, C4H7N3 in total at a distorted geometry. The level of theory is the ωB97M-V functional and the def2-TZVPD basis.

```
! RIJCOSX wB97M-V def2-TZVPD def2/J DEFGRID3
* xyz 0 1
C 2.0527 0.8323 0.0443
C 0.9300 1.6565 0.1651
N -0.3245 -0.5815 0.8749
C -1.2631 -0.7973 -0.0376
N -1.4447 0.0276 -1.0305
C -2.0746 -2.0526 0.0498
N -2.6984 -3.0186 0.1241
H 1.0984 0.0327 -0.8618
H 2.2143 0.1096 0.8468
H 2.9069 1.3822 -0.4267
H 0.8540 2.3974 -0.6125
H 0.2035 1.7110 0.9621
H -0.4195 -1.2660 1.6115
H -2.0350 -0.4332 -1.7097
*
```

Results
Kohn-Sham gap (spin up / spin down), eV: 5.8 / 5.8
LUMO energy (spin up / spin down), eV: -2.04 / -2.04

(5)
This record from the Open Molecules 2025 dataset describes an isolated molecule of C4H7N3 at a distorted geometry. The level of theory is the ωB97M-V functional and the def2-TZVPD basis.

```
! RIJCOSX wB97M-V def2-TZVPD def2/J DEFGRID3
* xyz 0 1
C 0.3066 -1.6006 1.2484
C -0.3405 -1.5047 0.0362
C 0.1846 1.8783 0.8951
C -0.3241 0.2024 -1.6532
N 0.6030 -0.3150 1.6848
N -0.3160 -0.1387 -0.2882
N 0.2669 0.5550 0.7322
H 0.4041 -2.4405 1.9379
H -0.6623 -2.1333 -0.6675
H 0.0469 2.6037 0.0632
H 0.6247 2.1388 1.8156
H -1.2083 -0.2804 -2.0543
H -0.2559 1.3213 -1.6293
H 0.6703 -0.2861 -2.1210
*
```

Results
Kohn-Sham gap, eV: 7.5
LUMO energy, eV: 0.83

(6)
This record from the Open Molecules 2025 dataset describes an isolated molecule of C4H7N3. The level of theory is the ωB97M-V functional and the def2-TZVPD basis.

```
! RIJCOSX wB97M-V def2-TZVPD def2/J DEFGRID3
* xyz 0 1
N -2.5278 -0.2346 -0.0660
C -1.1252 -0.0341 -0.0478
C -0.0617 -0.8697 0.2141
C 1.1259 -0.0826 0.1363
N 2.4448 -0.5052 0.4120
C 0.7427 1.1997 -0.1804
N -0.6316 1.2137 -0.2807
H -2.8031 -0.9262 -0.7545
H -2.8559 -0.5535 0.8398
H -0.1550 -1.9247 0.4403
H 3.1269 0.0657 -0.0732
H 2.5987 -1.4723 0.1574
H 1.3367 2.0955 -0.2942
H -1.2071 1.9866 -0.5712
*
```

Results
Kohn-Sham gap, eV: 8.5
LUMO energy, eV: 1.09
SMILES: Nc1c[nH]c(N)c1

(7)
This record from the Open Molecules 2025 dataset describes an isolated molecule of C4H7N3. The level of theory is the ωB97M-V functional and the def2-TZVPD basis.

```
! RIJCOSX wB97M-V def2-TZVPD def2/J DEFGRID3
* xyz 0 1
C 1.7118 0.4862 -0.4116
N 1.0845 -0.8941 1.3877
C 0.5570 0.1995 0.5660
C -0.7207 -0.4189 0.0658
C -1.9202 0.2394 -0.5429
N -0.7828 -1.6445 0.4406
N 0.3895 -1.9080 1.2308
H 2.0515 -0.4489 -0.8675
H 2.5467 0.8814 0.1749
H 1.4567 1.2019 -1.1953
H 0.3582 1.0891 1.1755
H -2.7181 -0.5041 -0.6201
H -2.2704 1.0385 0.1231
H -1.7438 0.6825 -1.5270
*
```

Results
Kohn-Sham gap, eV: 10.2
LUMO energy, eV: 0.24
SMILES: CC1=NN=N[C@H]1C

(8)
This record from the Open Molecules 2025 dataset describes an isolated molecule of C4H7N3. The level of theory is the ωB97M-V functional and the def2-TZVPD basis.

```
! RIJCOSX wB97M-V def2-TZVPD def2/J DEFGRID3
* xyz 0 1
C 1.5537 1.3624 -0.6765
C 0.3174 0.5031 -0.9448
C -0.1258 -0.4192 0.1488
C -1.2058 -1.2654 0.0912
N -1.4978 -1.4994 1.3893
N -0.6540 -0.8654 2.2053
N 0.1788 -0.2091 1.4579
H 1.6117 2.1712 -1.4140
H 1.5001 1.8117 0.3183
H 2.4918 0.7998 -0.7330
H -0.5730 1.1370 -0.9972
H 0.3813 -0.0078 -1.9135
H -1.7771 -1.6572 -0.7377
H -2.2643 -2.0201 1.7831
*
```

Results
Kohn-Sham gap, eV: 10.2
LUMO energy, eV: 0.87
SMILES: CCc1c[nH]nn1

(9)
This record from the Open Molecules 2025 dataset describes an isolated molecule of C4H7N3 at a distorted geometry. The level of theory is the ωB97M-V functional and the def2-TZVPD basis.

```
! RIJCOSX wB97M-V def2-TZVPD def2/J DEFGRID3
* xyz 0 1
C 0.9061 1.2575 0.9433
C -0.1034 0.4521 0.1543
C -1.4435 0.6747 -0.1272
C 0.1516 -0.8128 -0.4820
H 1.8299 1.3588 0.3954
H 1.1922 0.7039 1.8524
H 0.5037 2.2267 1.2579
H -2.0373 1.5561 0.1505
H -2.7609 -0.4592 -1.2783
H 1.3096 -2.4525 -0.7942
H 1.8499 -1.3675 0.3918
N -1.8792 -0.3643 -0.8491
N -0.8974 -1.3032 -1.1062
N 1.3787 -1.4704 -0.5086
*
```

Results
Kohn-Sham gap, eV: 9.2
LUMO energy, eV: 1.01
SMILES: Cc1c[nH]nc1N

Summary of energy above the lowest of the compared OMol25 structures with the same formula, charge and spin in kJ/mol
242.3, 199.1, 218.1, 576.6, 407.4, 2.7, 164.2, 89.4, 14.9
(order as listed above)